{
  "formula": "C26H54FN3O6Y",
  "method": "ωB97M-V/def2-TZVPD",
  "charge": -1,
  "homo_lumo_gap_ev": 5.573,
  "species": ["Y", "F", "O", "O", "O", "O", "O", "O", "N", "N", "N", "C", "C", "C", "C", "C", "C", "C", "C", "C", "C", "C", "C", "C", "C", "C", "C", "C", "C", "C", "C", "C", "C", "C", "C", "C", "C", "H", "H", "H", "H", "H", "H", "H", "H", "H", "H", "H", "H", "H", "H", "H", "H", "H", "H", "H", "H", "H", "H", "H", "H", "H", "H", "H", "H", "H", "H", "H", "H", "H", "H", "H", "H", "H", "H", "H", "H", "H", "H", "H", "H", "H", "H", "H", "H", "H", "H", "H", "H", "H", "H"],
  "positions_angstrom": [[1.05, -0.31, 0.19], [2.83, -1.39, -0.67], [0.07, -1.39, -1.68], [1.08, 1.21, -1.67], [-3.11, 2.27, -0.41], [0.69, -2.24, 1.55], [1.04, 1.17, 2.10], [2.87, 1.11, 0.89], [-1.25, 0.27, 0.01], [-0.12, -2.93, 2.46], [0.75, 2.29, -2.48], [-0.88, -4.81, 4.39], [-4.34, 2.71, -0.93], [-1.99, -0.89, -0.50], [1.62, -2.91, 4.23], [2.35, 1.55, -4.26], [1.02, 3.57, -1.84], [2.51, 3.67, -1.44], [-1.32, -5.00, 2.95], [0.17, -2.61, 3.84], [0.70, -2.11, -2.73], [-1.34, -1.43, -1.76], [-0.83, -3.34, 4.73], [0.92, 2.04, -3.87], [-1.19, -4.16, 0.67], [-0.41, -4.26, 1.96], [2.77, 2.72, 2.68], [-1.90, 0.95, 1.17], [0.17, 3.68, -0.57], [1.17, 4.56, -4.15], [-3.23, 1.59, 0.80], [-0.07, 0.98, -4.34], [0.88, -5.10, 1.77], [0.60, 3.27, -4.71], [-0.10, -1.13, 4.04], [2.22, 1.61, 1.83], [0.67, 4.78, -2.72], [-2.14, -3.66, 0.86], [-4.06, 0.87, 0.85], [2.27, 4.57, -4.12], [-0.13, -0.91, 5.11], [0.06, 0.75, -5.40], [0.43, 4.57, 0.01], [0.11, -5.27, 4.48], [0.93, 3.15, -5.74], [-2.05, 0.24, 1.98], [-0.88, 3.74, -0.87], [-1.42, 0.98, -0.71], [-4.88, 3.33, -0.21], [2.26, -2.63, 3.41], [-1.39, -5.16, 0.28], [1.74, -3.97, 4.47], [1.75, -4.50, 2.06], [-0.46, -3.30, 5.76], [0.95, -5.91, 2.50], [-0.48, 3.45, -4.64], [1.88, -2.37, 5.15], [2.27, 1.12, -5.26], [-1.52, -5.40, 5.07], [3.38, 3.44, 2.14], [-4.92, 1.84, -1.26], [-1.12, 1.26, -4.17], [-0.41, 4.94, -2.70], [-1.20, 1.68, 1.58], [0.73, -3.17, -2.46], [0.21, 2.80, 0.07], [-3.03, -0.58, -0.71], [-2.13, -1.59, 0.32], [2.66, 0.78, -3.55], [1.68, -1.68, -2.90], [0.91, 5.42, -4.78], [2.68, 4.56, -0.83], [-1.38, -6.05, 2.65], [-2.37, -4.69, 2.88], [0.66, -0.49, 3.61], [0.12, -2.01, -3.66], [3.14, 3.71, -2.34], [3.31, 2.35, 3.55], [-3.41, 2.33, 1.60], [0.14, 0.08, -3.75], [-1.73, -2.44, -1.94], [-1.07, -0.88, 3.61], [-0.67, -3.57, -0.09], [-1.80, -2.84, 4.68], [1.12, -5.44, 0.77], [2.78, 2.78, -0.88], [-4.12, 3.30, -1.81], [1.93, 3.29, 3.10], [3.03, 2.40, -4.29], [-1.70, -0.86, -2.63], [1.25, 5.64, -2.38]]
}

=====

{
  "formula": "C26H36MoN3O",
  "method": "ωB97M-V/def2-TZVPD",
  "charge": 1,
  "spin_multiplicity": 3,
  "homo_lumo_gap_ev": [5.416, 5.507],
  "s_squared": 2.052,
  "species": ["Mo", "O", "N", "N", "N", "C", "C", "C", "C", "C", "C", "C", "C", "C", "C", "C", "C", "C", "C", "C", "C", "C", "C", "C", "C", "C", "C", "C", "C", "C", "C", "H", "H", "H", "H", "H", "H", "H", "H", "H", "H", "H", "H", "H", "H", "H", "H", "H", "H", "H", "H", "H", "H", "H", "H", "H", "H", "H", "H", "H", "H", "H", "H", "H", "H", "H", "H"],
  "positions_angstrom": [[-0.07, 0.51, 0.17], [1.82, -1.93, 0.76], [2.88, 2.45, -0.34], [3.81, -1.09, 1.33], [2.13, 0.36, 0.45], [4.65, -0.05, 1.56], [-0.92, -1.91, 2.37], [2.53, -0.92, 0.83], [-0.19, 0.59, 2.40], [-0.26, 0.69, -4.58], [-1.89, 1.49, 1.09], [-2.18, 1.38, -3.04], [4.14, -2.42, 1.82], [-0.20, 2.34, -1.14], [-1.69, -4.43, -1.21], [-0.28, 3.19, 2.25], [0.89, 0.50, 3.42], [-0.50, -2.42, -0.53], [-0.80, -2.07, -1.93], [-1.91, -2.59, -2.64], [-2.93, 2.47, 0.63], [-2.06, 0.06, 1.10], [-0.73, 1.76, -3.54], [0.19, 1.93, -2.49], [-2.42, -3.83, -2.26], [-3.18, -0.72, 0.49], [-0.72, 1.81, 1.86], [-0.68, -3.77, -0.41], [3.10, 1.32, 0.38], [-1.03, -0.49, 1.94], [4.30, 1.18, 1.08], [0.57, 0.02, -4.26], [0.09, -2.28, 2.15], [-3.73, -0.12, -0.25], [-2.80, 2.31, -3.01], [4.99, 2.02, 1.16], [-2.64, 0.58, -3.66], [0.01, 1.21, -5.51], [-0.55, 3.93, 1.49], [5.22, -2.46, 1.98], [-1.10, -2.00, 3.45], [-1.63, -2.53, 1.81], [-3.24, -4.19, -2.89], [-0.02, -4.32, 0.25], [-3.89, -1.05, 1.26], [-1.17, 2.84, -1.15], [-2.50, 3.45, 0.38], [-2.78, -1.60, 0.00], [5.58, -0.31, 2.06], [-2.20, 0.91, -2.02], [1.16, 1.42, -2.52], [-0.43, -1.32, -2.64], [-1.06, -0.04, -4.81], [3.85, -3.18, 1.09], [3.67, 3.08, -0.41], [-2.23, -1.92, -3.47], [2.28, 2.39, -1.16], [0.81, 3.23, 2.39], [3.64, -2.62, 2.78], [-3.67, 2.63, 1.42], [-0.75, 3.49, 3.20], [-1.86, -5.49, -1.09], [1.77, 1.11, 3.13], [-3.48, 2.10, -0.25], [0.52, 0.88, 4.39], [1.21, -0.54, 3.56], [0.55, 2.98, -0.65]]
}